# 1
C4H15NO3 | the ωB97M-V functional and the def2-TZVPD basis

Structure (XYZ):
```
23
Properties=species:S:1:pos:R:3:forces:R:3:nbo_charge:R:1
H -0.18498 -0.22956 0.87647 0.388 -0.501 0.019 0.44
H 0.60417 -1.81593 -1.30367 0.757 0.764 -0.442 0.52
O 0.68003 -0.90211 -0.98579 -1.259 0.029 1.420 -1.01
N -0.38229 0.22985 1.76827 -2.256 1.281 -1.099 -0.61
O 2.29063 -2.80569 1.88333 0.118 -0.080 -0.627 -0.94
C -0.89252 1.48049 1.53161 1.780 -1.032 -1.553 0.29
C -2.51095 1.67261 -0.34121 -0.752 1.944 0.592 -0.60
H -0.57672 2.84880 -0.14099 -0.765 0.824 0.344 0.26
H -3.12416 2.24046 0.36052 -0.451 -0.027 -0.029 0.21
H -1.59341 3.32743 2.36076 0.338 0.034 -0.456 0.23
H 1.80687 -1.65755 -4.67330 0.254 -0.005 -0.190 0.46
C -1.10995 2.37375 2.54436 -1.753 0.778 2.214 -0.14
H 1.26377 -0.28238 -1.41461 0.454 -0.724 -0.764 0.50
H -1.09485 2.16435 3.62589 0.560 -0.335 -0.665 0.23
H 2.80593 -2.52322 -5.48954 0.053 0.165 0.059 0.48
H -2.68579 2.17993 -1.30152 0.097 -0.629 0.133 0.26
H -2.88124 0.65013 -0.29983 0.489 -0.081 -0.273 0.23
H -1.00474 -0.31224 2.36438 0.866 -0.246 0.763 0.42
H -0.47337 1.23510 -0.60735 -0.452 0.450 1.303 0.25
H 2.62789 -1.90397 1.83015 -0.194 -0.183 0.357 0.47
O 1.90045 -2.47388 -5.17258 -0.302 -0.145 0.124 -0.94
C -1.06714 1.91599 0.09549 1.968 -2.547 -1.506 -0.49
H 1.68297 -2.89315 2.61704 0.064 0.267 0.276 0.47
```
Forces are in eV/Å.

Summary:
E in a.u.: -441.53974
Multiplicity: 2
Net charge: +1
LUMO (alpha / beta) in eV: -3.820 / -7.625
⟨S²⟩: 0.763
Gap between HOMO and LUMO (alpha / beta) in eV: 9.800 / 5.994
Energy above the lowest of the compared OMol25 structures with the same formula, charge and spin in eV: 0.926
E_HOMO (alpha / beta) in eV: -13.6196 / -13.6196



# 2
C4H10N2O | the ωB97M-V functional and the def2-TZVPD basis

Structure (XYZ):
```
17
Properties=species:S:1:pos:R:3:forces:R:3:nbo_charge:R:1
H 0.07368 -1.34156 1.73258 0.657 -1.713 0.492 0.20
C 0.16545 -0.30792 1.59308 -0.963 2.474 0.720 -0.41
C -0.88835 -0.07682 0.51584 -1.744 -0.196 -0.098 -0.20
H -0.37082 1.15167 -3.04275 -0.912 0.411 1.247 0.41
N -0.90501 0.75835 -2.24210 2.417 -1.841 -1.847 -0.86
C 1.53052 0.26402 1.22097 1.245 0.500 -0.450 -0.63
H -0.86549 -1.91989 -0.47570 0.838 0.927 -0.629 0.40
H -1.30728 1.30468 -1.50898 -0.168 0.450 -0.364 0.39
H -0.22399 0.16205 2.57888 0.712 -0.566 -1.524 0.20
H -1.90554 -0.24698 0.89992 0.244 -0.357 0.458 0.19
H 2.18848 0.45357 2.07690 -0.311 -0.322 0.184 0.21
O 0.87970 -0.80976 -2.31100 -2.881 0.789 -0.126 -0.61
H -1.05218 0.90806 0.11512 0.842 0.868 0.556 0.17
N -0.72096 -0.91437 -0.64227 -0.398 -1.124 0.018 -0.70
H 1.38098 1.28730 0.81628 0.014 -0.558 -0.044 0.20
C -0.18588 -0.38748 -1.82257 1.743 -0.036 0.819 0.79
H 2.20671 -0.28493 0.49580 -1.334 0.295 0.589 0.23
```
Forces are in eV/Å.

Summary:
E in a.u.: -343.14658
Multiplicity: 1
LUMO in eV: 0.890
Structure (SMILES): CCCNC(N)=O
Gap between HOMO and LUMO in eV: 9.942
Energy above the lowest of the compared OMol25 structures with the same formula, charge and spin in eV: 1.493
E_HOMO in eV: -9.0516



# 3
C6H13N | the ωB97M-V functional and the def2-TZVPD basis

Structure (XYZ):
```
20
Properties=species:S:1:pos:R:3:forces:R:3:nbo_charge:R:1
H 1.55418 0.00147 1.59633 0.014 0.282 -0.328 0.30
H -0.98045 -1.93972 0.89764 -0.762 0.413 -0.765 0.15
H 0.39102 1.16216 0.59577 -0.308 1.049 -1.027 0.34
H -0.99737 2.46809 0.51131 -0.567 0.014 0.264 0.16
H -2.51615 0.49784 0.66497 -0.040 -1.050 0.199 0.17
H 1.61769 -2.72900 0.43179 0.079 0.192 0.062 0.17
N 1.39500 0.31556 0.61887 1.037 -1.733 1.007 -1.00
H -0.01886 -0.52631 -0.84062 1.697 0.669 -1.635 0.26
H 2.55104 -1.77295 -0.70353 0.780 0.901 -0.185 0.21
H -1.28341 0.44212 1.90841 0.216 -0.160 0.687 0.20
H -0.42629 2.56124 -1.71205 -0.328 0.781 -0.009 0.19
C -0.73862 1.47682 0.13959 -0.019 1.155 -0.726 -0.58
H 0.98599 -2.43898 -1.18902 0.654 -0.299 0.281 0.17
C 0.64042 -0.78097 0.04966 1.486 0.074 -0.677 -0.12
H 0.19156 1.00094 -1.88651 -1.868 0.255 0.458 0.19
C -1.43795 0.31272 0.85149 -0.742 0.605 -2.358 -0.45
C -0.82474 -0.98654 0.31083 0.347 -1.063 3.941 -0.29
H -1.73111 1.34422 -1.91391 1.163 -0.154 0.103 0.17
C 1.56793 -1.96393 -0.36014 -3.579 -1.062 -0.164 -0.61
C -0.72419 1.56189 -1.44022 0.741 -0.872 0.871 -0.64
```
Forces are in eV/Å.

Summary:
E in a.u.: -290.93767
Multiplicity: 2
Net charge: -1
LUMO (alpha / beta) in eV: 4.390 / 4.351
⟨S²⟩: 0.755
Gap between HOMO and LUMO (alpha / beta) in eV: 5.581 / 5.507
Energy above the lowest of the compared OMol25 structures with the same formula, charge and spin in eV: 4.535
E_HOMO (alpha / beta) in eV: -1.1913 / -1.1556



# 4
CH2O3P2 | the ωB97M-V functional and the def2-TZVPD basis

Structure (XYZ):
```
8
Properties=species:S:1:pos:R:3:forces:R:3:nbo_charge:R:1
P -0.38896 -1.88138 -1.05845 -0.209 -1.409 1.895 1.32
O -0.49215 -1.44687 -2.42578 0.094 0.874 -2.027 -0.97
C 0.87201 -0.81386 -0.13710 0.303 0.852 0.700 0.45
H -1.44131 1.28196 1.77342 0.389 0.540 -0.806 -0.03
O 2.02442 -0.58873 0.07703 -1.413 -0.071 -0.259 -0.51
P -0.11466 1.37180 1.21094 0.493 -0.682 1.542 0.63
H -0.19624 2.21311 0.10123 -0.815 0.149 -0.381 -0.05
O -0.26312 -0.13603 0.45871 1.158 -0.253 -0.663 -0.85
```
Forces are in eV/Å.

Summary:
E in a.u.: -947.69216
Multiplicity: 1
LUMO in eV: -0.785
Gap between HOMO and LUMO in eV: 8.926
Energy above the lowest of the compared OMol25 structures with the same formula, charge and spin in eV: 2.320
E_HOMO in eV: -9.7105



# 5
C40H16Cl7F15GeInN9PS | the ωB97M-V functional and the def2-TZVPD basis

Structure (XYZ):
```
91
Properties=species:S:1:pos:R:3:forces:R:3:lowdin_charge:R:1
Cl -4.25905 -3.07159 1.15303 -0.001 0.131 -0.241 0.70
C 4.41541 1.53557 2.67777 0.174 -0.052 0.228 -0.14
Cl -1.71787 -0.00685 -4.11015 -0.103 -0.052 0.064 0.82
C -1.64806 -0.23896 3.23301 -0.020 -0.060 -0.004 -0.40
F 1.03926 2.05572 1.62565 0.086 -0.080 -0.091 0.04
N -0.81088 -2.23225 -5.08211 0.023 -0.248 0.372 0.02
H 4.34068 -2.14494 4.27517 -0.082 0.000 -0.029 0.10
C -0.60547 4.48953 -2.78902 -0.139 0.067 -0.056 -0.15
F -0.84667 6.77869 -2.32292 -0.012 0.042 0.004 0.13
C 2.26024 -1.93602 4.78111 0.001 -0.009 -0.043 -0.08
C -5.39018 -2.08192 -3.09211 -0.065 -0.136 0.183 -0.72
F 3.81097 3.39237 -2.04210 -0.111 -0.081 0.077 0.10
N -0.42077 -3.40927 -4.65569 -0.095 0.316 -0.058 0.08
C 3.32803 -2.04690 3.89684 0.003 0.042 0.008 -0.09
N -1.13570 -2.27365 -2.87237 -0.160 0.662 -0.687 0.06
C 3.06823 1.82760 2.71158 -0.036 -0.062 0.084 -0.14
S 0.62690 -0.49621 -0.90943 -0.515 -0.311 -0.129 0.29
C -6.26245 -2.84325 -2.31667 -0.079 0.031 -0.177 -0.70
C 2.77731 1.42317 -2.86429 0.083 -0.273 0.012 -0.12
P -1.00994 -1.71192 2.31255 -0.191 0.369 0.245 0.96
F 1.90452 -0.54215 -3.87932 -0.012 0.088 0.100 0.07
N 0.46213 -5.32429 -0.47832 0.040 -0.022 0.691 0.04
F 2.48388 2.14093 3.86965 -0.040 0.024 0.049 0.12
C 3.69822 2.44990 -2.99622 -0.027 0.043 0.060 -0.23
C -4.19246 -1.62520 -2.59403 0.038 0.269 -0.622 -0.21
C 2.91525 1.45943 0.31609 -0.146 -0.046 0.014 -0.13
H 0.23402 0.66772 3.73956 -0.049 -0.014 0.058 0.09
C 1.10024 4.24471 -0.64820 -0.025 -0.006 0.121 -0.21
C -0.03830 3.27928 -2.45068 -0.041 -0.033 -0.063 -0.25
C -0.31039 5.59791 -2.02348 -0.087 0.158 -0.085 -0.14
C 3.59844 0.56817 -4.98031 0.004 -0.050 -0.098 -0.14
C 2.75187 0.48904 -3.88919 -0.123 -0.053 0.031 -0.22
C -0.62192 -3.39774 -3.31929 0.136 -0.649 0.376 -0.41
F 5.31920 1.69468 -6.11397 0.004 0.003 -0.010 0.13
C -3.03549 -0.06963 3.27617 -0.049 0.019 -0.018 -0.13
Cl -7.78341 -3.40300 -2.94649 0.080 0.017 0.075 0.62
H 1.61798 -1.91828 0.97960 0.006 -0.007 -0.012 0.02
C 0.81279 3.10222 -1.37560 -0.042 -0.006 -0.053 -0.13
H -2.48738 -2.65664 4.02917 -0.009 0.024 0.025 0.04
C 3.08990 -2.03781 2.53087 -0.017 0.073 -0.006 -0.08
N -1.22901 -1.59087 -4.02677 0.101 -0.279 0.020 -0.61
F 4.91153 0.80872 -0.79394 -0.096 0.006 -0.084 0.10
Cl -3.94864 1.36706 -1.09091 0.021 -0.023 -0.082 0.59
H -3.58452 3.20809 0.32628 -0.043 0.019 0.040 0.03
C -0.84427 0.75051 3.79133 0.006 0.068 -0.050 -0.12
C 4.50045 1.60717 -5.06725 0.117 0.008 -0.161 -0.13
H 0.14119 -1.73146 4.99423 0.028 -0.016 -0.026 0.11
C -0.20479 -4.40496 -1.13899 -0.151 0.273 -0.248 -0.46
C -3.60354 1.04233 3.87955 0.113 0.015 -0.008 -0.09
F -0.33444 2.24164 -3.24494 0.116 -0.017 0.067 0.02
C 4.55316 2.56046 -4.07088 0.076 0.092 -0.041 -0.14
C -4.69573 -2.69676 -0.49282 -0.040 0.128 -0.305 -0.69
C -2.78837 2.01616 4.45039 0.020 -0.092 -0.021 -0.10
N 0.36089 -4.94045 0.81738 -0.034 -0.009 -0.198 -0.05
N -0.71430 -3.46840 -0.33597 -0.163 0.348 0.122 -0.04
C 0.54903 5.47696 -0.95321 0.045 0.046 0.114 -0.14
F 1.93822 4.22928 0.39497 0.047 0.005 -0.103 0.11
Cl -6.97626 -4.08725 0.00443 0.041 0.057 -0.110 0.64
C -1.41005 1.86825 4.39818 -0.023 -0.018 -0.025 -0.09
H -1.03245 -3.65135 3.74671 -0.002 0.020 0.031 0.05
C 4.26183 1.15643 0.32828 0.012 0.031 -0.037 -0.21
F -1.43300 4.59820 -3.83015 0.010 -0.009 -0.021 0.13
C 1.79300 -1.91064 2.04413 0.052 -0.037 0.083 -0.11
C -2.95494 2.58923 -0.29956 -0.133 -0.102 0.192 -0.94
H 0.19569 -5.21402 -2.96191 0.006 -0.022 -0.006 0.14
H -4.68102 1.15406 3.89729 0.015 -0.017 0.007 0.10
F 5.42921 3.56468 -4.15867 0.000 0.011 0.019 0.12
C -3.87086 -1.94930 -1.34073 0.027 -0.088 1.277 -0.40
H -0.76456 2.62725 4.82576 -0.011 -0.037 -0.023 0.10
F 3.55225 -0.34490 -5.94936 -0.010 -0.015 -0.008 0.13
N -0.32387 -3.85292 0.90988 0.145 -0.377 -0.862 -0.13
F 0.84443 6.55567 -0.22597 0.022 0.016 0.042 0.12
H 2.43501 -1.95128 5.84983 -0.009 0.011 -0.008 0.10
C 0.96680 -1.81733 4.29522 -0.007 0.052 -0.016 -0.11
C -1.81651 -3.06207 3.27488 0.024 -0.129 -0.085 -0.27
Cl -1.69865 1.87541 0.72370 -0.191 0.116 -0.105 0.64
In -1.87985 -1.36470 -0.46162 0.874 -1.095 -0.095 0.54
H -3.68364 -0.80772 2.81064 0.027 0.024 0.047 0.07
C 2.34820 1.77133 1.54083 -0.050 -0.032 -0.008 -0.25
H 3.91246 -2.14158 1.83289 -0.016 0.002 0.010 0.11
C 0.72009 -1.79463 2.92030 0.035 -0.040 -0.058 -0.36
Ge 1.67972 1.32135 -1.22386 0.164 0.463 0.220 0.66
H -2.47535 3.16812 -1.06830 0.184 0.210 -0.188 0.00
F 5.13137 1.56658 3.80161 0.013 0.004 -0.001 0.13
F 6.31982 0.89991 1.46430 0.027 -0.014 -0.011 0.12
N -0.33347 -4.47720 -2.52650 -0.085 0.322 0.159 0.15
Cl -5.86239 -1.68780 -4.74644 0.005 -0.008 0.020 0.58
C -5.91137 -3.15350 -0.99721 0.077 -0.019 0.122 -0.71
H -3.22719 2.88111 4.93420 0.015 -0.016 -0.045 0.10
H -2.35753 -3.72740 2.60670 0.101 0.056 0.072 -0.03
C 5.01719 1.19436 1.48622 0.101 -0.023 -0.018 -0.14
```
Forces are in eV/Å.

Summary:
E in a.u.: -9752.55641
Multiplicity: 1
Net charge: -1
LUMO in eV: 1.451
Gap between HOMO and LUMO in eV: 6.275
Energy above the lowest of the compared OMol25 structures with the same formula, charge and spin in eV: 5.020
E_HOMO in eV: -4.8246



# 6
C4H6N2 | the ωB97M-V functional and the def2-TZVPD basis

Structure (XYZ):
```
12
Properties=species:S:1:pos:R:3:forces:R:3:nbo_charge:R:1
N -0.23664 -0.12058 1.67873 0.350 1.434 0.317 -0.20
H 1.11792 1.24036 1.75147 -2.068 -0.689 -3.189 0.38
H 0.27496 -0.04044 -2.27456 -1.684 -0.667 2.135 0.21
C -0.88293 -0.90574 0.97781 -1.353 -3.946 -1.652 -0.02
H 1.85160 0.82969 -0.81718 -1.569 -0.915 1.636 0.17
H 0.55975 1.85355 -0.79030 -0.736 0.307 -0.032 0.20
C 0.72027 0.84979 -0.39993 2.136 1.199 -1.447 -0.27
H -1.51738 -1.71927 -1.01279 1.240 0.034 0.238 0.23
H -1.45509 -1.61519 1.57501 -0.074 -0.182 -0.488 0.18
C -0.73016 -1.10003 -0.52842 -2.729 1.003 1.157 -0.28
N 0.38311 0.85399 0.98620 4.074 2.546 4.351 -0.45
C -0.08541 -0.12614 -1.14604 2.412 -0.125 -3.026 -0.14
```
Forces are in eV/Å.

Summary:
E in a.u.: -265.40977
Multiplicity: 1
LUMO in eV: 0.963
Structure (SMILES): C1=CCNN=C1
Gap between HOMO and LUMO in eV: 8.877
Energy above the lowest of the compared OMol25 structures with the same formula, charge and spin in eV: 3.423
E_HOMO in eV: -7.9134